No. 1
Entry from the Open Molecules 2025 dataset: a cluster of 22 separate species, C36H27Cl63F9NO2 in total at a distorted geometry (ωB97M-V with the def2-TZVPD basis set).

Structure (ORCA input):
```
! wB97M-V def2-TZVPD RIJCOSX def2/J DEFGRID3
* xyz 0 1
H 6.918 -6.716 0.274
Cl -3.217 0.590 -1.013
C 0.439 -1.491 3.324
Cl 4.627 -7.192 0.246
F 1.602 0.558 3.817
C 8.363 -1.443 1.670
C -2.504 -0.675 -0.003
F 2.907 -0.086 1.330
Cl 9.393 3.353 -3.251
Cl -2.926 -2.284 -0.586
H -6.500 -4.735 6.349
H -8.791 -0.760 -13.824
Cl -8.613 1.830 5.996
Cl -3.223 1.544 9.654
H -4.900 2.473 10.994
C -1.842 -7.591 5.538
C 4.299 -3.810 3.967
H -3.353 0.894 -7.664
Cl -6.054 1.842 9.062
C -4.853 1.618 10.332
Cl 1.945 -7.351 7.186
H -4.528 -2.178 -6.433
C 6.214 8.544 -12.551
F 2.742 -2.078 0.505
Cl -10.911 0.139 -13.412
Cl 7.336 9.197 -11.361
F 0.504 -0.147 1.421
Cl -9.106 2.633 3.251
Cl -6.584 2.135 -4.491
Cl -1.706 5.457 2.116
C -5.334 6.466 4.249
N 4.808 0.602 4.967
Cl -3.401 1.250 6.522
C 5.012 -1.637 4.532
H 4.368 -4.874 4.144
Cl -1.267 0.191 -8.455
Cl -6.420 1.159 -14.067
C 8.977 7.207 -3.497
Cl -5.508 -0.569 -5.069
Cl -0.595 2.888 2.893
Cl -4.164 -4.771 6.505
Cl -3.584 2.844 4.104
C -3.559 1.217 4.770
H 8.297 6.982 -2.687
F 0.601 -2.735 3.785
Cl -0.204 -7.364 4.906
Cl 7.772 7.414 -8.372
C -4.836 -2.168 -5.398
Cl -10.432 -2.461 -0.663
C -9.190 -2.299 0.578
C 2.672 -4.316 2.137
Cl 5.926 -4.595 0.165
Cl 0.763 5.340 3.642
Cl -6.046 -3.425 -5.155
C -4.946 2.304 -3.848
H -4.488 5.944 3.821
Cl 5.897 6.835 -12.237
Cl -3.004 -7.501 4.225
Cl 10.624 7.018 -2.902
Cl -9.136 -3.739 1.598
F 0.367 -2.278 1.138
Cl -9.917 -1.078 -15.852
H -2.703 0.695 4.358
C 6.046 -6.268 0.731
H 9.174 1.199 -2.363
Cl -5.845 -5.634 4.288
Cl -6.613 -0.412 -11.637
H 5.693 -3.377 5.568
C 2.547 -1.334 1.642
H 8.780 8.885 -6.870
C 9.974 1.928 -2.391
Cl -4.863 3.604 -2.663
Cl 6.256 -6.311 2.480
Cl -7.615 -1.989 -0.151
Cl 6.655 -1.292 2.115
C 4.224 -1.112 3.506
Cl -10.111 -2.651 -13.420
Cl -5.355 8.103 3.593
H -9.446 -1.453 1.203
Cl -5.820 -2.862 5.101
H 1.740 -3.917 1.750
Cl 8.686 8.875 -4.008
Cl 3.298 -4.787 7.208
H -7.084 1.974 4.232
Cl -1.999 -9.097 6.442
C 3.411 -1.930 2.728
H -4.686 1.379 -3.349
C 2.317 -5.513 2.911
C -9.799 -1.049 -14.091
C 2.037 -6.499 3.546
C 5.062 -2.989 4.780
C -5.698 -4.528 5.653
C 0.977 -1.331 1.875
C 5.697 -0.497 5.214
Cl 9.292 -2.066 3.030
Cl -3.779 2.580 -5.148
Cl -3.837 -1.123 -8.747
O 4.570 1.246 2.749
Cl -3.017 -0.476 1.670
C -0.222 4.542 2.419
C 3.466 -3.314 2.965
C -3.007 0.426 -8.577
Cl -3.414 -2.452 -4.392
Cl 9.007 0.102 1.117
Cl 10.402 2.331 -0.728
H -2.035 -6.769 6.215
Cl -8.160 -0.060 3.837
C 9.058 8.490 -7.838
H 1.606 -7.433 3.843
O 6.737 -0.462 5.799
Cl 11.346 1.206 -3.231
Cl -5.129 6.492 5.999
H 2.425 -5.982 9.018
C 2.964 -6.260 8.122
Cl 8.653 6.085 -4.817
C 0.967 -0.454 4.384
Cl 10.569 7.603 -7.651
C -6.302 1.190 -12.306
C -8.110 1.638 4.318
H 8.436 -2.153 0.856
Cl 9.279 9.862 -8.940
C 4.494 0.387 3.569
Cl -6.800 5.591 3.802
H -5.294 1.476 -12.038
H 5.397 1.439 4.960
F -0.894 -1.293 3.221
Cl -5.202 0.172 11.278
H 6.669 8.625 -13.529
Cl -5.023 0.339 4.295
F 1.732 -1.065 5.274
F -0.069 0.049 5.054
Cl 4.465 -7.050 8.610
Cl -3.398 1.493 -9.928
H 3.290 -4.671 1.307
H -1.429 -0.571 -0.048
Cl -7.412 2.377 -11.627
Cl 4.708 9.463 -12.571
H 0.343 4.510 1.497
*
```

## Properties
- LUMO energy: -0.6 eV
- E_HOMO: -10.16 eV



No. 2
Entry from the Open Molecules 2025 dataset: a structure of composition C21H61CsN4O15S2 at a distorted geometry (ωB97M-V with the def2-TZVPD basis set).

Structure (ORCA input):
```
! wB97M-V def2-TZVPD RIJCOSX def2/J DEFGRID3
* xyz 0 1
C -1.269 -8.440 3.314
N 2.385 9.869 0.308
H 7.201 -0.608 -4.923
H 6.994 1.661 -5.808
H -0.800 -6.346 3.767
H 4.222 10.766 -0.076
C -5.776 6.166 -6.505
Cs -1.363 -4.402 -4.681
H -5.878 2.171 0.488
H -6.216 5.747 -7.410
H 4.946 9.138 1.302
H -6.191 5.558 -5.701
C 4.582 8.750 0.351
H -1.990 4.821 1.851
O 2.655 8.603 -2.295
H 7.884 -2.779 -2.255
H 0.535 -10.877 5.837
O -7.166 -0.385 7.658
H -3.870 6.596 -5.500
H -6.530 8.815 -4.950
C 6.874 -2.616 -2.631
C 0.956 -9.565 4.062
H 4.156 7.761 0.521
O -2.111 -0.911 1.482
H -6.301 0.836 1.277
H -2.208 -10.501 3.463
O 0.694 -8.222 2.081
O -7.529 0.064 5.394
H -1.574 -7.565 1.291
H -1.629 -10.981 5.902
H 2.449 -8.120 4.768
C -1.994 -9.614 4.058
H 4.003 7.202 -1.473
H -2.421 7.125 -7.397
H 0.908 -7.931 5.523
C -3.469 6.903 -7.598
H -2.744 -0.200 5.322
S -8.173 -0.016 6.665
H 8.512 -0.536 -3.639
C 7.469 -0.353 -3.897
H 6.554 -3.149 -3.525
H -3.877 -0.099 6.354
H 5.419 8.827 -0.343
O -0.575 -2.029 -0.007
H -2.344 -6.812 4.363
H -0.874 -7.350 5.169
O -0.626 0.398 0.344
H -4.823 8.447 -4.915
C 3.724 9.813 -0.255
H 6.201 -3.024 -1.877
O -1.057 4.806 2.077
H 1.768 9.272 -0.224
C 1.592 -8.686 5.136
H 0.486 -7.308 2.286
C 3.054 7.247 -2.007
H -3.738 7.954 -7.708
H -4.133 4.362 -5.720
H -2.605 4.809 -6.237
H -3.647 6.549 -8.614
H 2.642 -10.828 4.208
O -9.328 -0.880 6.669
O -6.041 7.558 -6.350
H -1.050 -9.294 5.875
H 3.308 10.648 -2.307
H 2.037 10.807 0.176
H 8.585 1.540 -5.103
H -5.539 0.789 -0.151
H -0.056 -11.537 4.268
N -3.589 4.780 -6.462
H 7.551 2.893 -4.649
H 2.984 6.627 -2.900
C -1.241 -10.181 5.272
C -5.808 8.010 -5.082
H 4.427 9.569 -2.422
C 6.678 -1.125 -2.806
C 0.131 -10.637 4.854
H -0.791 3.935 1.772
H 2.922 -9.921 2.836
C -4.170 6.144 -6.446
H -1.954 -9.182 1.408
H 1.736 -11.029 2.601
C -2.040 -8.263 1.988
S -1.416 -0.845 0.231
H 4.584 -1.378 -2.583
C 2.094 -10.365 3.388
N 5.244 -0.932 -3.205
O -2.982 0.193 6.164
H -2.902 1.148 6.102
N 0.070 -8.932 3.087
H -5.876 7.200 -4.356
O -8.639 1.333 6.934
H -3.089 -7.996 2.114
H 6.902 -0.654 -1.849
H 1.993 -9.302 5.941
O -2.358 -0.671 -0.883
C -1.337 -7.193 4.195
H 2.277 6.944 -1.306
O 7.175 1.074 -3.721
O -6.150 1.253 0.425
H 5.178 0.037 -2.928
C 3.531 9.701 -1.814
H -0.999 4.840 3.035
H -2.977 -9.320 4.423
C 7.556 1.830 -4.889
*
```

## Properties
- LUMO energy: -2.7 eV
- E_HOMO: -4.50 eV